(1)
Density functional theory data (ωB97M-V/def2-TZVPD) for 2 unconnected molecules or ions with the total composition C19H20NO7S2.

Geometry as XYZ:
```
49
Properties=species:S:1:pos:R:3:forces:R:3
C 1.721710 4.257510 -4.360234 0.558 0.188 -0.219
C 1.943340 3.791045 -2.943880 -0.455 -0.775 0.284
O 0.919761 2.789316 -2.734972 1.493 0.676 0.631
C 1.070349 1.866689 -1.672460 -1.207 -0.677 -0.052
N 0.004600 0.996691 -1.825350 2.789 1.947 -1.338
C 0.263786 -0.028251 -2.705797 -0.087 -0.395 0.126
C -0.505439 0.142194 -4.005651 0.249 -0.786 -0.750
O 0.941295 -1.055441 -2.497617 -0.491 1.454 -0.439
O 1.956842 1.977968 -0.825721 -0.919 0.357 -1.169
H 2.344219 5.146215 -4.516761 -0.279 0.095 -0.194
H 2.098871 3.493004 -5.049222 -0.357 0.080 -0.013
H 0.658474 4.465566 -4.554739 0.442 -0.005 0.051
H 2.946236 3.337046 -2.834259 -0.414 0.257 0.141
H 1.838750 4.627977 -2.233589 0.005 -0.370 -0.030
H -0.365491 1.143816 -4.412759 -0.004 0.055 0.220
H -0.148046 -0.586665 -4.750680 -0.236 0.060 0.155
H -1.575482 -0.012228 -3.827675 0.197 0.053 0.098
C 2.538760 -0.917061 3.655820 -0.347 0.126 -0.058
C 2.598176 0.056498 2.649111 0.033 -0.164 0.150
C 1.451225 0.747961 2.277699 0.112 0.465 0.067
C 0.240356 0.463272 2.907573 0.013 0.300 0.269
S -1.240511 1.401052 2.466938 0.927 -0.139 0.155
C -1.934138 0.626338 1.016139 -1.137 -0.279 -0.993
C -3.223644 0.828620 0.683867 1.049 -0.928 0.867
S -0.957230 -0.422186 -0.085525 0.946 -0.995 -0.960
C -1.079843 -2.155375 0.422049 0.043 0.676 -0.226
C 0.055877 -2.890147 0.787211 -0.757 0.278 0.220
C -0.160272 -4.209822 1.187737 -0.153 0.231 -0.058
C -1.462589 -4.709825 1.256334 -0.099 -0.116 -0.060
C -2.556398 -3.980270 0.778977 0.245 0.041 -0.087
C -2.342974 -2.711587 0.258727 0.061 -0.231 0.718
O -1.714992 -0.515850 -1.330874 -0.727 -0.188 1.540
O 0.418966 -0.083506 0.187777 -0.985 -1.147 0.869
O -2.214027 1.126497 3.504078 0.089 0.558 -0.073
O -0.836255 2.749673 2.107047 -0.538 -1.090 0.410
C 0.170688 -0.474208 3.937096 -0.330 -0.077 -0.220
C 1.318318 -1.181652 4.293611 0.278 0.090 0.017
H 3.438882 -1.463106 3.954609 -0.325 0.179 -0.144
H 3.529347 0.282220 2.120759 -0.318 -0.144 0.275
H 1.509212 1.502506 1.490742 -0.050 -0.275 0.201
H -3.601096 0.339097 -0.212399 0.105 0.322 0.074
H -3.915282 1.268310 1.396341 0.143 0.400 -0.259
H 1.043816 -2.424259 0.769493 -0.396 -0.072 0.028
H 0.685035 -4.832037 1.473157 -0.185 0.082 0.009
H -1.626412 -5.697957 1.673403 0.018 0.011 -0.084
H -3.575994 -4.355433 0.813806 0.256 -0.258 -0.041
H -3.143374 -2.140393 -0.216900 0.305 -0.136 0.343
H -0.785922 -0.652299 4.437885 0.384 0.044 -0.204
H 1.258521 -1.927524 5.089078 0.057 0.219 -0.247
```
Positions in Å, forces in eV/Å.

The calculation puts the molar mass at 438.50 g/mol. For the LUMO energy, the calculation gives 0.0915 hartree. The largest force on an atom is 0.071 Eh/bohr. For the energy above the lowest of the compared OMol25 structures with the same formula, charge and spin, the calculation gives 111.2 kJ/mol. The frontier orbital gap comes out at 5.8 eV. Its charge is -1. The value obtained for the total energy is -57517.3656 eV.

---

(2)
Density functional theory data (ωB97M-V/def2-TZVPD) for 3 unconnected molecules or ions with the total composition C49H57N2O4.

Geometry as XYZ:
```
112
Properties=species:S:1:pos:R:3:forces:R:3
C 4.019181 -1.095490 0.936579 0.251 0.774 0.270
C 4.003463 0.339894 0.271555 -0.721 -1.403 -1.242
C 3.415923 0.155164 -1.209141 0.661 1.436 0.790
C 3.245330 1.602136 -1.847418 -0.460 -0.555 -0.489
C 1.733137 2.005997 -2.106313 0.188 0.795 0.605
C 1.345960 3.352843 -1.331223 -0.688 -0.851 -0.442
C 0.099698 4.069883 -2.040309 0.723 0.660 0.827
C -1.171923 4.146804 -1.103190 -0.628 -0.913 -0.578
C -2.522490 3.674704 -1.826708 0.403 0.097 0.620
C -3.821169 4.253713 -1.080749 0.305 -1.345 -1.071
C -4.578408 3.069653 -0.348897 0.998 0.259 0.541
C -5.469803 3.515724 0.883912 -0.271 0.382 -1.055
C -7.021503 3.560197 0.610017 -0.223 -0.486 0.997
C -7.672999 2.156899 0.254092 -0.972 0.809 -0.314
C -7.725325 1.836797 -1.304068 -0.278 0.012 0.285
C -7.356553 0.346074 -1.677043 0.459 0.405 -0.668
C -6.058211 -0.219262 -0.967122 -0.302 -0.080 0.754
C -6.345445 -1.495891 -0.034921 1.151 1.510 0.330
N -5.688675 -2.698468 -0.609140 0.082 -2.068 -0.560
C -6.391207 -3.771707 -1.199585 3.053 -1.561 -0.971
C -5.372856 -4.690291 -1.660965 -2.010 1.271 0.655
N -4.118061 -4.171093 -1.311173 -3.128 1.479 0.619
C -4.365129 -2.971358 -0.673809 0.879 -0.388 -0.363
H 2.978512 -1.516526 0.970294 0.976 0.280 -0.166
H 4.407178 -1.079258 1.992609 -0.281 -0.016 -1.000
H 4.694522 -1.742452 0.313346 -0.763 0.397 0.667
H 3.328066 1.073925 0.784163 0.795 -0.619 -0.140
H 5.043272 0.735460 0.141116 -0.915 -0.140 0.461
H 4.181717 -0.402746 -1.810295 -0.960 0.127 0.543
H 2.421678 -0.368178 -1.171473 1.124 0.296 -0.175
H 3.793302 1.604502 -2.835506 -0.523 0.260 1.081
H 3.704116 2.382082 -1.169696 -0.325 -0.891 -0.783
H 1.528985 2.129516 -3.203998 0.244 -0.122 1.001
H 1.021710 1.225203 -1.712615 0.771 0.527 -0.556
H 1.052858 3.024254 -0.287421 0.340 0.567 -1.006
H 2.219477 4.045052 -1.214298 -0.739 -0.618 -0.349
H -0.119441 3.580632 -3.033573 0.097 0.421 1.132
H 0.446714 5.121009 -2.252930 -0.543 -0.988 -0.060
H -1.345777 5.160198 -0.653295 0.434 -0.870 -0.468
H -1.012384 3.401890 -0.267807 -0.197 1.001 -0.605
H -2.532069 3.932707 -2.919291 0.117 -0.016 1.027
H -2.492185 2.543096 -1.766449 -0.319 1.129 -0.223
H -3.482156 5.064010 -0.383851 -0.648 -0.684 -0.603
H -4.493841 4.627643 -1.903250 0.554 0.158 1.115
H -3.768031 2.384649 0.055786 -0.837 0.657 -0.417
H -5.114595 2.478962 -1.133823 0.286 0.531 0.785
H -5.151559 4.566172 1.143999 -0.235 -1.143 0.034
H -5.246824 2.834085 1.745371 -0.375 0.675 -0.613
H -7.504678 3.879586 1.584051 0.527 -0.222 -1.028
H -7.334699 4.342196 -0.139136 0.539 -0.853 0.540
H -7.224405 1.336847 0.875190 -0.199 0.703 -0.605
H -8.753886 2.235088 0.582513 1.173 -0.248 -0.202
H -7.108618 2.598702 -1.866113 -0.425 -1.060 0.554
H -8.783904 2.010133 -1.663271 1.145 -0.178 0.353
H -8.242108 -0.325959 -1.494876 0.875 0.635 -0.044
H -7.161183 0.328573 -2.790693 -0.381 -0.105 1.128
H -5.269740 -0.474820 -1.723601 -0.726 0.105 0.678
H -5.593028 0.539441 -0.272661 -0.596 -0.651 -0.946
H -7.434398 -1.654826 0.156074 1.008 -0.256 -0.471
H -5.856547 -1.315327 0.964796 -0.567 -0.302 -0.979
H -7.494235 -3.851466 -1.296405 1.182 0.287 0.208
H -5.550168 -5.643247 -2.206069 0.481 0.982 0.633
H -3.211536 -4.595886 -1.501724 -0.324 0.349 0.109
H -3.509305 -2.355453 -0.320460 -1.178 -0.343 -0.184
C 6.614948 -1.078876 10.518793 -0.003 0.047 -0.097
C 7.856094 -0.492493 10.285608 -0.078 0.031 -0.088
C 8.069101 0.249878 9.133145 0.103 -0.065 0.184
C 7.044973 0.399373 8.202436 -0.084 -0.147 0.150
C 5.808137 -0.208758 8.424820 0.168 0.012 0.108
C 5.593224 -0.938464 9.590991 0.059 -0.091 0.177
C 4.722523 -0.099595 7.419052 -0.557 -0.300 0.167
O 3.643073 -0.625838 7.613092 0.107 0.061 -0.053
C 4.979485 0.655877 6.167530 0.075 0.102 -0.195
C 3.991644 0.719917 5.188604 -0.099 0.067 -0.216
C 4.216608 1.434364 4.020813 0.064 -0.021 0.115
C 5.426708 2.096060 3.829389 0.005 -0.051 0.084
C 6.416070 2.030644 4.799510 -0.051 0.066 -0.203
C 6.199159 1.302825 5.966612 -0.190 0.001 -0.143
C 7.277917 1.210303 6.981909 0.633 0.307 -0.048
O 8.336135 1.784465 6.813641 -0.146 -0.071 -0.006
H 6.447226 -1.650998 11.424013 0.004 0.036 -0.060
H 8.657202 -0.613557 11.005542 -0.050 0.020 -0.046
H 9.035138 0.708722 8.958457 -0.141 0.039 -0.117
H 4.630741 -1.401177 9.774379 0.029 0.083 -0.160
H 3.046787 0.209293 5.333787 0.125 0.002 0.153
H 3.447905 1.478410 3.257661 0.046 -0.004 0.048
H 5.598847 2.659864 2.919511 -0.006 -0.036 0.056
H 7.358129 2.543249 4.644266 -0.019 -0.105 0.159
C 4.363238 -4.748341 -6.015103 -0.087 0.061 0.043
C 4.712282 -3.614196 -5.286365 -0.121 -0.027 0.002
C 3.726713 -2.832774 -4.700745 0.216 0.000 -0.006
C 2.386239 -3.175729 -4.851535 0.068 -0.143 -0.134
C 2.034944 -4.300135 -5.602956 0.151 0.104 0.071
C 3.028132 -5.090888 -6.174110 0.176 -0.059 -0.056
C 0.609615 -4.650528 -5.813765 0.076 -0.589 -0.421
O 0.299634 -5.628890 -6.463220 -0.084 0.126 0.117
C -0.438150 -3.776794 -5.223317 -0.227 0.200 0.115
C -1.782169 -4.057835 -5.461049 -0.235 0.006 0.030
C -2.767785 -3.254850 -4.905087 0.086 -0.044 0.072
C -2.415105 -2.172268 -4.100352 0.101 -0.121 0.027
C -1.078114 -1.886892 -3.865390 -0.215 0.074 0.090
C -0.086294 -2.683009 -4.434602 -0.262 -0.081 -0.039
C 1.342642 -2.344988 -4.206899 0.390 0.484 0.311
O 1.645763 -1.398286 -3.508195 -0.151 -0.058 -0.042
H 5.134945 -5.362549 -6.464182 -0.057 0.037 0.025
H 5.755070 -3.341470 -5.173876 -0.069 -0.017 0.001
H 4.003656 -1.953921 -4.130088 -0.173 -0.051 -0.002
H 2.761703 -5.971367 -6.746696 -0.126 0.111 0.056
H -2.061055 -4.899930 -6.084158 0.196 0.033 0.024
H -3.813446 -3.471373 -5.096691 0.067 0.025 -0.037
H -3.186402 -1.548139 -3.660836 0.035 0.024 -0.072
H -0.807571 -1.040723 -3.243457 0.164 -0.074 -0.111
```
Positions in Å, forces in eV/Å.

The calculation puts the molar mass at 738.00 g/mol. For the LUMO energy, the calculation gives -0.1159 hartree. The largest force on an atom is 0.069 Eh/bohr. The frontier orbital gap comes out at 7.6 eV. Its charge is +1. The value obtained for the total energy is -62900.6870 eV.

---

- Among the records above, which one has the lowest frontier orbital gap?
  C19H20NO7S2